Entry 1:
Molecular formula: C34H41FI2N4O9P3S2
Method: DFT, ωB97M-V/def2-TZVPD

Last column: Löwdin charge in e.
Atoms and positions in Å:
C (-4.1212, 0.3795, 0.3412)  -0.10
C (-2.4541, 0.3525, 0.4390)  -0.18
C (-1.8506, -1.1516, 0.0253)  -0.21
F (-1.7169, -2.0248, 1.2529)  -0.09
N (-0.6697, -1.1383, -0.8631)  0.04
C (0.6183, -0.5064, -0.6174)  -0.32
N (1.3606, 0.0655, 0.3638)  -0.29
P (0.6489, 0.0866, 1.9922)  0.96
N (0.8180, 1.7497, 2.6930)  -0.14
O (1.5609, -1.0800, 2.9694)  -0.31
P (2.9931, 0.8012, 0.1972)  0.38
O (4.1107, -0.1181, -0.7649)  -0.29
O (3.6803, 0.8356, 1.8354)  -0.28
S (2.9156, 2.7110, -0.3384)  0.27
N (1.3288, -0.5505, -1.9868)  -0.31
P (1.9116, -2.2744, -1.9774)  0.59
O (2.4637, -2.7070, -0.3465)  -0.42
I (3.8441, -2.5763, -3.4875)  0.50
C (0.2917, -0.3265, -3.1007)  -0.68
I (0.2806, 1.9063, -3.1273)  1.02
C (0.6807, -0.7409, -4.6387)  -0.24
C (1.9719, 0.0491, -5.2679)  -0.18
C (1.5726, 1.1222, -6.4809)  -0.28
O (2.5437, 1.4314, -7.3762)  -0.02
O (0.2583, 1.7701, -6.6240)  -0.06
C (-0.9749, -1.0935, -2.3755)  -0.56
S (-1.4681, -2.8205, -3.0316)  0.81
C (-2.2501, -0.2099, -2.9026)  -0.23
O (-3.4692, -1.0797, -3.0126)  -0.28
C (-4.2679, -0.7085, -4.1923)  -0.12
C (-4.6146, 0.8210, -4.6896)  0.02
C (-5.5457, 1.2132, -5.9896)  -0.19
C (-5.8627, 2.7513, -6.4663)  -0.12
C (-6.2067, -0.0200, -6.8450)  -0.03
C (-5.8655, -1.5915, -6.3919)  0.00
C (-4.9159, -1.9706, -5.0783)  -0.03
C (-4.6649, -3.5669, -4.6698)  -0.37
C (-5.1853, -3.8507, -3.1256)  -0.11
C (-5.4751, -4.6238, -5.6345)  -0.14
H (-4.3529, 1.1091, -0.5683)  0.09
H (-4.5944, 0.7850, 1.3582)  0.10
H (-4.5807, -0.6580, 0.0491)  0.09
H (-1.9632, 1.2121, -0.2036)  0.10
H (-2.2234, 0.6103, 1.5813)  0.10
H (-2.7492, -1.6601, -0.5762)  0.16
H (0.7629, 2.4681, 1.9299)  0.04
H (1.7059, 1.8338, 3.2476)  0.02
H (1.0878, -1.9599, 2.7597)  0.08
H (4.5367, -0.8678, -0.2546)  0.09
H (3.9402, -0.1383, 1.9786)  0.09
H (2.8123, -3.6588, -0.3701)  0.09
H (-0.2459, -0.5713, -5.3707)  0.15
H (0.9314, -1.8909, -4.6681)  0.07
H (2.6368, -0.7798, -5.8116)  0.11
H (2.6814, 0.5428, -4.4701)  0.11
H (0.4634, 2.7627, -6.5296)  0.14
H (-0.8695, -3.0587, -4.2791)  -0.08
H (-2.4534, 0.7802, -2.3145)  0.10
H (-2.0054, 0.0797, -4.0349)  0.12
H (-4.1513, 1.6989, -4.0298)  0.10
H (-6.9984, 2.9539, -6.2293)  0.09
H (-5.1657, 3.5634, -5.9484)  0.09
H (-5.7641, 2.7776, -7.6450)  0.09
H (-6.8925, 0.1774, -7.7955)  0.10
H (-6.3892, -2.4171, -7.0762)  0.09
H (-3.5147, -3.7871, -4.8278)  0.10
H (-5.5668, -2.8520, -2.6113)  0.09
H (-4.3873, -4.4286, -2.4887)  0.08
H (-6.1452, -4.5538, -3.1948)  0.09
H (-6.6323, -4.4290, -5.6137)  0.09
H (-5.0011, -4.5049, -6.7222)  0.09
H (-5.1798, -5.7242, -5.2912)  0.10
C (4.6468, -0.5603, 11.0631)  -0.05
C (5.3211, 0.5292, 11.6140)  -0.05
C (5.5270, 1.6807, 10.8525)  0.01
C (5.0676, 1.7387, 9.5311)  -0.09
C (4.4152, 0.6403, 8.9725)  -0.09
C (4.1939, -0.5079, 9.7441)  0.01
C (3.9703, 0.6718, 7.5643)  -0.28
O (3.3940, -0.2913, 7.0739)  0.09
C (4.2377, 1.8766, 6.7536)  -0.08
C (3.8731, 1.8980, 5.4010)  -0.01
C (4.1103, 3.0383, 4.6306)  -0.07
C (4.7020, 4.1609, 5.2091)  -0.05
C (5.0713, 4.1404, 6.5548)  0.01
C (4.8474, 2.9920, 7.3259)  -0.08
C (5.2741, 2.9674, 8.7389)  -0.28
O (5.7984, 3.9519, 9.2470)  0.10
H (4.4782, -1.4543, 11.6595)  0.11
H (5.6853, 0.4835, 12.6379)  0.11
H (6.0496, 2.5293, 11.2908)  0.12
H (3.6732, -1.3642, 9.3191)  0.12
H (3.4078, 1.0269, 4.9425)  0.10
H (3.8311, 3.0509, 3.5792)  0.09
H (4.8802, 5.0519, 4.6110)  0.11
H (5.5372, 5.0187, 6.9984)  0.13

Atomic forces in eV per Å
0.4329 0.6512 -0.8401
-0.3148 -0.0901 1.5334
-3.2483 0.1054 1.1554
0.3634 2.1417 -3.1262
2.3120 2.2859 0.7710
-0.2206 -0.3244 -4.4762
0.4457 -1.2927 -0.5770
-1.8924 -0.3099 3.1435
1.5962 -2.3194 -0.9393
-1.4928 0.9790 -2.3574
3.4642 2.6020 -0.2600
-2.0706 0.3946 2.9240
-1.4408 -3.3328 -3.6031
-0.2494 -2.5136 0.4211
0.2246 -0.3186 2.7884
-0.2458 -2.4918 0.4118
0.2128 0.3360 -1.8867
0.1618 0.4971 0.4887
0.1944 -1.1252 1.0523
-0.5991 -0.7911 0.3512
0.1349 -0.6444 -0.1656
-0.1542 -0.6636 -1.0791
4.8665 2.1965 -4.4299
-6.4381 -2.0354 6.0664
3.4374 -0.1310 1.4325
-0.9890 1.4670 -2.7257
1.1814 -0.3925 0.0423
-0.8279 0.1301 -1.0850
-0.2844 3.0136 -1.9174
-2.9303 0.0653 -3.7260
-0.6989 -1.9912 -0.8613
0.3821 -4.0407 0.5329
-0.2156 -0.9228 0.0224
2.8114 -0.9010 3.4301
0.9896 3.1624 1.7171
-0.9797 2.8267 -1.3111
-0.5670 0.3622 -0.0264
-0.7369 -0.1073 -0.1805
1.4752 0.3245 -0.4957
0.0976 -1.4933 2.1268
1.0876 -0.9468 -2.4705
0.9719 1.9376 0.7496
-0.9318 -1.9244 1.1286
-0.1152 -0.8698 -2.6354
2.3330 0.8565 1.1615
0.3102 -0.8321 0.9050
-0.9643 0.2768 -0.8046
0.8706 1.9037 0.5546
-0.6939 0.9674 -0.7171
-0.3548 1.8017 0.4715
-0.7916 1.8104 -0.2488
1.8314 -0.2624 1.9534
-0.5112 2.2277 0.1503
-1.5005 2.0323 1.0563
-1.6257 -0.7005 -1.6626
-0.3572 -2.0360 -0.5854
-0.1128 0.9187 1.3720
0.3465 -2.0379 -0.9006
-0.2332 -0.5094 2.5354
-1.1515 -2.0087 -1.6835
2.3493 -0.2378 -0.3225
-1.5597 -1.9372 -1.1666
-0.0017 0.0636 2.5362
1.6939 -0.4515 2.3386
1.4938 1.8435 1.9217
-2.3368 0.5120 0.5802
1.1406 -2.1483 -0.9623
-1.5042 1.3474 -1.1583
2.1115 1.4950 0.1512
2.3628 -0.5083 -0.0821
-1.4257 -0.2779 2.1600
-0.9144 2.4138 -0.5739
-0.0710 0.1064 -0.3409
-0.0118 0.2455 -0.2887
-0.0309 -0.2385 0.1951
0.0822 -0.3149 0.5074
0.0278 -0.3088 0.4839
0.1105 -0.0122 0.2800
-0.6345 -1.1734 -0.3616
0.2960 0.5329 0.1551
-0.0086 0.3291 -0.5700
0.0732 0.3855 -0.2316
-0.0712 -0.2989 0.3569
0.0648 -0.0616 0.3574
-0.0832 -0.0046 -0.3466
-0.0811 0.2998 -0.6680
0.7283 1.2231 0.8447
-0.3820 -0.6734 -0.4351
0.0235 0.1673 -0.1317
-0.0723 0.0316 -0.2005
-0.1695 -0.1199 -0.2604
0.1269 0.2959 -0.0452
0.1050 0.0484 0.2989
0.0935 -0.0036 0.1257
-0.0238 -0.1646 0.1335
-0.0959 -0.3188 0.0482

Its charge is +1. The calculation puts the energy above the lowest of the compared OMol25 structures with the same formula, charge and spin at 19.7252 eV. For the HOMO energy, the calculation gives -0.372 Ha. The spin multiplicity is 1.

Entry 2:
Molecular formula: C34H41FN9O5Ti
Method: DFT, ωB97M-V/def2-TZVPD

Last column: Löwdin spin population.
Atoms and positions in Å:
Ti (0.4266, -0.3091, -0.2360)  0.89
C (3.0717, -3.0776, 3.8423)  0.00
C (1.7956, -2.9044, 4.3666)  0.00
C (0.8529, -2.1482, 3.6935)  0.00
C (1.2023, -1.5661, 2.4795)  0.00
C (2.4757, -1.7304, 1.9484)  0.01
C (3.4120, -2.4892, 2.6343)  0.00
N (0.3047, -0.7663, 1.7072)  0.02
N (-0.8022, -0.5546, 2.1983)  0.03
C (-1.6405, 0.2956, 1.4498)  0.01
C (-2.8715, 0.5931, 2.0439)  0.01
C (-3.7276, 1.4669, 1.4048)  0.00
C (-3.3605, 2.0204, 0.1815)  0.00
C (-2.1418, 1.6891, -0.4066)  0.00
C (-1.2445, 0.8245, 0.2137)  0.02
H (3.7993, -3.6652, 4.3859)  0.00
H (1.5319, -3.3616, 5.3106)  0.00
H (-0.1402, -2.0123, 4.0953)  0.00
H (2.7460, -1.2422, 1.0176)  0.00
H (4.4076, -2.6076, 2.2279)  0.00
H (-3.1350, 0.1399, 2.9915)  0.00
H (-4.6842, 1.7094, 1.8466)  0.00
H (-4.0440, 2.6924, -0.3236)  0.00
H (-1.9126, 2.0955, -1.3908)  0.00
C (1.8869, -6.4010, -5.0501)  0.00
C (1.7425, -6.4282, -3.5394)  0.00
N (1.7825, -5.0778, -2.9547)  0.00
C (0.6203, -4.4601, -2.6764)  0.00
C (0.5161, -3.1750, -2.2314)  0.00
C (-0.8352, -2.6702, -1.7922)  0.00
O (-1.8521, -3.1026, -2.2822)  0.00
O (-0.7423, -1.8112, -0.8270)  0.00
C (1.6796, -2.3700, -2.1227)  0.00
O (1.6554, -1.1432, -1.8386)  0.01
C (2.9441, -3.0549, -2.3661)  0.00
C (4.1466, -2.3573, -2.1806)  0.00
C (5.3323, -2.9910, -2.4019)  0.00
F (6.4862, -2.3009, -2.2817)  0.00
C (5.3984, -4.3392, -2.7945)  0.00
C (4.2150, -5.0223, -2.9871)  0.00
C (2.9749, -4.3935, -2.7832)  0.00
N (6.6266, -5.0227, -2.9962)  0.00
C (6.9176, -5.4743, -4.3442)  0.00
C (7.8306, -6.6848, -4.3006)  0.00
N (9.0835, -6.3114, -3.5511)  0.00
C (8.7622, -5.8015, -2.1681)  0.00
C (7.8234, -4.6138, -2.2888)  0.00
H (1.8142, -7.4136, -5.4461)  0.00
H (2.8461, -5.9823, -5.3576)  0.00
H (1.0977, -5.8029, -5.5044)  0.00
H (2.5112, -7.0340, -3.0611)  0.00
H (0.7903, -6.8634, -3.2431)  0.00
H (-0.2841, -5.0418, -2.8083)  0.00
H (4.1131, -1.3152, -1.8906)  0.00
H (4.2664, -6.0639, -3.2658)  0.00
H (7.3927, -4.6786, -4.9427)  0.00
H (6.0008, -5.7516, -4.8597)  0.00
H (8.1235, -7.0264, -5.2914)  0.00
H (7.3781, -7.5027, -3.7425)  0.00
H (9.5774, -5.5790, -4.0682)  0.00
H (9.7185, -7.1091, -3.4982)  0.00
H (9.7031, -5.5367, -1.6898)  0.00
H (8.2959, -6.6299, -1.6379)  0.00
H (8.3463, -3.7812, -2.7811)  0.00
H (7.5710, -4.2836, -1.2833)  0.00
N (1.3020, 1.8466, 2.4380)  0.00
C (1.2434, 2.8647, 1.4060)  0.00
C (1.7169, 4.2386, 1.9093)  0.00
C (1.6749, 5.4267, 0.9494)  0.00
C (0.2906, 5.7334, 0.3780)  0.00
N (-0.1903, 4.7359, -0.5886)  0.00
C (0.3420, 4.5155, -1.7797)  0.00
N (-0.0926, 3.4847, -2.5145)  0.00
N (1.2339, 5.3586, -2.2970)  0.00
C (1.9421, 2.3706, 0.1151)  0.00
O (2.5102, 3.1529, -0.6287)  0.00
O (1.8140, 1.1080, -0.1521)  0.00
H (0.6675, 2.0643, 3.1967)  0.00
H (2.2356, 1.7646, 2.8252)  0.00
H (0.1852, 2.9348, 1.1268)  0.00
H (2.7337, 4.1288, 2.2955)  0.00
H (1.0943, 4.4749, 2.7788)  0.00
H (2.3906, 5.2642, 0.1455)  0.00
H (1.9982, 6.3179, 1.4921)  0.00
H (0.2523, 6.7175, -0.0944)  0.00
H (-0.4580, 5.7541, 1.1698)  0.00
H (-0.8806, 4.0724, -0.2730)  0.00
H (-0.6487, 2.7679, -2.0777)  0.00
H (0.4108, 3.2141, -3.3414)  0.00
H (1.6649, 6.0451, -1.7024)  0.00
H (1.7578, 5.0842, -3.1100)  0.00

Atomic forces in eV per Å
1.3541 -0.0877 -2.7784
0.0035 -0.0092 0.0416
-0.0021 -0.0038 0.0087
-0.0192 0.0311 -0.0836
0.2564 -0.0066 -0.1432
0.0024 -0.0251 0.0632
-0.0100 0.0239 -0.0354
0.5280 -0.7302 1.0704
-1.1857 0.2635 0.7225
-0.7710 0.3333 0.2515
0.2254 -0.1146 0.0197
-0.0591 0.0934 -0.0810
-0.0425 0.0577 -0.0633
0.0544 -0.0546 0.2219
-0.2499 0.1918 0.2810
0.0061 -0.0050 -0.0105
0.0122 -0.0085 0.0042
-0.0157 0.0224 -0.0255
-0.0101 0.0193 -0.0034
0.0125 -0.0078 0.0147
0.0150 -0.0107 -0.0193
-0.0035 0.0204 -0.0170
0.0069 -0.0015 -0.0072
-0.4440 -0.2028 0.1439
0.0233 -0.0630 -0.0388
0.0069 0.0075 0.1271
-0.0274 0.0686 -0.0709
0.0254 0.0157 0.0378
0.0447 -0.0240 0.0049
0.0769 -0.2938 -0.3024
0.1266 0.0112 0.0964
0.2801 0.9692 0.6257
-0.1495 -0.2356 -0.0638
0.2270 -0.0056 0.3437
0.0411 0.2003 -0.0491
-0.0370 -0.0970 -0.0353
0.0177 0.0640 -0.0546
-0.0421 0.0106 0.0240
0.0685 -0.0396 0.0239
-0.0376 0.1007 0.0592
0.0101 -0.0750 -0.0392
-0.1199 -0.0987 -0.0649
0.0356 0.0543 -0.0727
0.0640 -0.0061 0.0475
-0.0035 0.0336 -0.0032
0.0233 -0.0362 -0.0452
0.0318 0.0147 0.0830
0.0033 0.0064 -0.0029
0.0001 0.0126 0.0136
-0.0170 -0.0002 0.0167
-0.0137 -0.0189 -0.0217
-0.0158 0.0134 -0.0542
0.0003 -0.0053 -0.0128
0.0175 0.0119 -0.0044
0.0059 -0.0152 -0.0020
-0.0091 -0.0074 -0.0035
-0.0113 -0.0175 0.0228
-0.0216 0.0305 -0.0116
-0.0255 -0.0070 -0.0382
0.0077 -0.0096 -0.0049
-0.0161 -0.0141 0.0143
-0.0212 0.0319 0.0135
-0.0031 0.0191 0.0231
-0.0029 -0.0113 -0.0029
0.0048 -0.0027 -0.0074
0.0126 -0.1442 0.0484
0.1493 0.0964 -0.0399
-0.0145 -0.0476 -0.0633
-0.0334 0.1357 -0.0067
-0.0309 -0.0714 -0.0251
-0.0018 0.0285 0.0097
-0.0195 -0.0118 -0.0112
0.1194 0.0190 -0.1167
0.0100 0.0571 -0.0010
-0.1363 0.2692 0.0862
0.0007 -0.0935 0.0557
-0.6216 -0.7670 -0.0968
0.0422 0.0188 0.0318
-0.0161 0.0416 0.0232
0.0656 -0.0835 0.0069
0.0352 0.0169 -0.0831
0.0038 -0.0007 0.0116
-0.0043 0.0187 0.0501
-0.0329 0.0104 0.0243
0.0670 0.0020 -0.0045
0.0165 0.0214 0.0235
-0.0627 -0.0422 -0.0343
0.1888 0.1159 -0.0228
0.0238 0.0449 -0.0094
-0.0013 -0.0100 -0.0144
0.0084 -0.0058 0.0119

Its charge is +2. The calculation puts the energy above the lowest of the compared OMol25 structures with the same formula, charge and spin at 1.8490 eV. For the HOMO energy (alpha / beta), the calculation gives -0.426 / -0.455 Ha. The spin multiplicity is 2.